Formula: C12H17N3O5PS
Source: the Open Molecules 2025 dataset
Level of theory: wB97M-V/def2-TZVPD

Positions of all 39 atoms, in Å:
N1 -2.39505 2.27719 -0.50910
C1 -2.45818 2.16686 -1.89720
O1 -1.95691 2.97705 -2.63141
C2 -3.18807 0.94850 -2.44491
C3 -2.20852 -0.15486 -2.94146
C4 -0.84754 -0.03526 -2.32496
C5 0.24418 0.49217 -2.95124
C6 1.50404 0.62425 -2.31839
C7 1.71277 0.21576 -1.03259
C8 3.00957 0.35692 -0.29538
P1 4.19352 -0.96465 -0.66030
O2 3.62073 -2.29585 -0.82921
O3 5.05602 -0.55616 -1.96477
O4 5.25379 -0.96162 0.54645
C9 0.60009 -0.35691 -0.35909
N2 0.58690 -0.80662 0.89708
S1 -0.86095 -1.36561 1.23414
N3 -1.58649 -1.04754 -0.19306
C10 -0.66843 -0.49493 -0.98123
H1 -2.81642 1.46693 -0.07144
H2 -1.43816 2.32374 -0.17486
H3 -3.84461 1.31679 -3.22905
H4 -3.79482 0.52141 -1.64820
H5 -2.15891 -0.13330 -4.02650
H6 -2.62483 -1.10467 -2.61451
H7 0.10699 0.84668 -3.96395
H8 2.31444 1.06726 -2.88581
H9 2.78945 0.28452 0.77197
H10 3.43922 1.34914 -0.45321
H11 4.71387 0.26021 -2.34769
H12 5.15239 -0.17818 1.09941
C11 -1.71769 -0.43643 5.28178
C12 -1.12521 -1.84018 5.00279
O5 -0.18892 -1.80547 4.03900
H13 -2.19326 -0.02877 4.38489
H14 -2.48366 -0.47904 6.07549
H15 -0.93840 0.25614 5.60978
H16 -2.02012 -2.49359 4.80148
H17 -0.78279 -2.21187 6.00527

## Properties
E_HOMO (eV): -3.0
Frontier orbital gap (Ha): 0.18482
Charge: -1

Here are the Löwdin charges for atoms 1 to 8, given in e:
1 N 0.155
2 C -0.552
3 O 0.065
4 C -0.100
5 C -0.119
6 C -0.193
7 C -0.026
8 C -0.031


Formula: C25H23CrF4N6O
Source: the Open Molecules 2025 dataset
Level of theory: wB97M-V/def2-TZVPD

Positions of all 60 atoms, in Å:
Cr1 -0.17567 -0.24776 0.32640
C1 2.61533 -1.80222 0.13430
N1 2.31625 -0.43746 0.56270
C2 3.10200 0.49746 -0.23567
C3 2.56067 -0.26475 1.99812
C4 1.46755 -0.90340 2.85071
N2 0.19919 -0.41688 2.36173
C5 -0.99152 -0.87450 2.75516
C6 -2.15053 -0.33435 2.08842
F1 -2.03207 0.97410 1.69564
C7 -3.40482 -0.88460 2.17206
F2 -4.41545 -0.30389 1.50118
C8 -3.66070 -2.00625 2.94063
C9 -2.59452 -2.47020 3.69432
F3 -2.77418 -3.53565 4.49979
C10 -1.33302 -1.91845 3.63908
F4 -0.36562 -2.46413 4.42316
H1 3.69077 -2.01860 0.23521
H2 2.32098 -1.93051 -0.90767
H3 2.05379 -2.52318 0.72408
H4 4.17934 0.28034 -0.16574
H5 2.93726 1.51769 0.10396
H6 2.80016 0.42105 -1.28192
H7 2.57452 0.80569 2.20788
H8 3.53989 -0.68434 2.27945
H9 1.64311 -0.61716 3.89241
H10 1.53790 -1.99776 2.80880
H11 -4.62731 -2.48496 2.95940
C11 -0.39095 -0.86745 -4.01480
C12 -0.36257 -0.97931 -2.51761
N3 -0.25895 0.14713 -1.68691
N4 -0.13793 1.32146 -2.21824
C13 0.03092 2.36807 -1.48299
O1 0.04825 2.09007 -0.00932
C14 -0.01584 3.73526 -1.90350
C15 0.23615 4.04585 -3.25619
C16 0.17334 5.34682 -3.71203
C17 -0.12816 6.39744 -2.84922
C18 -0.37922 6.10624 -1.51603
C19 -0.33368 4.80343 -1.04572
C20 -0.45129 -2.17866 -1.86407
C21 -0.56039 -3.44710 -2.54008
C22 -0.65462 -4.59821 -1.83050
C23 -0.65477 -4.56696 -0.40246
C24 -0.55052 -3.34651 0.20114
N5 -0.42935 -2.17883 -0.45407
H12 -0.35380 0.18214 -4.30099
H13 -1.30304 -1.30138 -4.43781
H14 0.45866 -1.37689 -4.48314
H15 0.47782 3.23345 -3.92923
H16 0.37099 5.55347 -4.75787
H17 -0.16875 7.41745 -3.20882
H18 -0.62528 6.90540 -0.82702
H19 -0.56177 4.61404 -0.00606
H20 -0.56444 -3.46350 -3.62143
H21 -0.73388 -5.54518 -2.35318
H22 -0.75067 -5.46585 0.18935
H23 -0.55562 -3.27855 1.28653
N6 1.55725 3.33328 1.45730
C25 0.84181 2.76809 0.75065

## Properties
E_HOMO (alpha / beta) (eV): -2.4 / -2.6
Energy above the lowest of the compared OMol25 structures with the same formula, charge and spin (kcal per mole): 84.2
⟨S²⟩: 6.0737
Frontier orbital gap (alpha / beta) (Ha): 0.19642 / 0.20300
Charge: -1
2S+1: 5

Here are the Löwdin charges for atoms 1 to 8, given in e:
1 Cr 0.793
2 C -0.088
3 N -0.292
4 C -0.085
5 C -0.195
6 C -0.218
7 N -0.060
8 C -0.219


Formula: C66H57Cl2N3O8PbS3
Source: the Open Molecules 2025 dataset
Level of theory: wB97M-V/def2-TZVPD

Positions of all 140 atoms, in Å:
Pb1 0.11109 2.25280 -0.24391
C1 5.09482 -5.74002 -2.15953
C2 4.19743 -4.60973 -1.72693
C3 4.01586 -3.48622 -2.53142
C4 3.23042 -2.42520 -2.10803
C5 2.60688 -2.47957 -0.87256
C6 2.76793 -3.59461 -0.06370
C7 3.55617 -4.65212 -0.49388
S1 1.60829 -1.06116 -0.27038
O1 2.25978 0.12471 -0.85897
C8 0.33210 -1.46807 -1.55499
C9 0.32360 -0.59743 -2.66577
C10 -0.57177 -0.75604 -3.67856
C11 -1.55938 -1.76495 -3.60325
C12 -2.55777 -1.89730 -4.59879
C13 -3.51783 -2.86346 -4.50822
C14 -3.52685 -3.74058 -3.40355
C15 -2.57326 -3.63906 -2.43016
C16 -1.55388 -2.65226 -2.49821
C17 -0.55768 -2.51331 -1.47461
C18 -0.42507 -3.62733 -0.48620
C19 0.04641 -4.87678 -1.03049
C20 0.58660 -4.96155 -2.33959
C21 1.04565 -6.14728 -2.84126
C22 0.98948 -7.32027 -2.06248
C23 0.50798 -7.26459 -0.78530
C24 0.04546 -6.04643 -0.23359
C25 -0.38630 -5.95219 1.11166
C26 -0.71729 -4.74426 1.63753
C27 -0.74824 -3.57220 0.84808
S2 -1.12021 -2.03207 1.80677
O2 -0.66204 -2.44787 3.16061
C28 -2.91101 -2.35378 1.79891
C29 -3.57165 -2.32501 3.01457
C30 -4.95654 -2.38623 3.04876
C31 -5.69831 -2.50330 1.87568
C32 -7.20393 -2.55885 1.90675
C33 -5.01384 -2.56188 0.66633
C34 -3.63185 -2.46419 0.62393
H1 5.39870 -5.62169 -3.20004
H2 4.59286 -6.70347 -2.04831
H3 5.99932 -5.76487 -1.54694
H4 4.49452 -3.44038 -3.50444
H5 3.09958 -1.54406 -2.72672
H6 2.27618 -3.62976 0.90345
H7 3.67936 -5.52315 0.14246
H8 1.05711 0.20075 -2.67932
H9 -0.56055 -0.09190 -4.53554
H10 -2.55655 -1.19700 -5.42662
H11 -4.27832 -2.95241 -5.27442
H12 -4.30343 -4.49155 -3.32176
H13 -2.60263 -4.30755 -1.57886
H14 0.66503 -4.06245 -2.93645
H15 1.46643 -6.18185 -3.83890
H16 1.35235 -8.25563 -2.47197
H17 0.49256 -8.15612 -0.16739
H18 -0.42959 -6.84993 1.71899
H19 -0.99320 -4.64390 2.68041
H20 -2.99046 -2.22804 3.92293
H21 -5.47191 -2.31498 4.00078
H22 -7.57676 -2.37863 2.91522
H23 -7.56128 -3.53988 1.58244
H24 -7.63428 -1.81362 1.23547
H25 -5.57084 -2.65697 -0.26035
H26 -3.12488 -2.44546 -0.32970
C35 -0.01066 3.14366 -2.55417
C36 -0.95956 4.25644 -2.60815
C37 -0.54967 5.57873 -2.35974
C38 -1.44543 6.63393 -2.36749
C39 -2.79147 6.41774 -2.64129
C40 -3.21873 5.12033 -2.90220
C41 -2.32491 4.06270 -2.88811
H27 1.00307 3.43139 -2.83824
H28 -0.34681 2.28209 -3.13817
H29 0.49758 5.75887 -2.13519
H30 -1.08922 7.63619 -2.15549
H31 -3.49557 7.24167 -2.63816
H32 -4.26638 4.93330 -3.11489
H33 -2.68031 3.05519 -3.07577
Cl1 6.07279 1.94582 1.47346
C42 5.45927 2.07593 -0.14498
C43 5.62149 0.93444 -0.91416
C44 5.17203 0.86992 -2.21877
C45 4.56788 1.98699 -2.76315
C46 4.42401 3.12253 -1.99459
Cl2 3.66564 4.49866 -2.76360
C47 4.82006 3.22680 -0.64229
N1 4.58261 4.43772 -0.00820
C48 4.35560 4.72015 1.37573
C49 5.42667 4.85028 2.24925
C50 5.21084 5.13587 3.58763
C51 3.91363 5.33470 4.03774
C52 2.85408 5.30290 3.14189
C53 3.05344 5.00958 1.79592
C54 1.94020 5.01780 0.77461
C55 0.49077 5.12026 1.28588
O3 0.21514 6.03655 2.06799
O4 -0.33819 4.29265 0.79844
H34 6.09591 0.07787 -0.45582
H35 5.26591 -0.04734 -2.78499
H36 4.18437 1.98555 -3.77435
H37 3.95319 4.98613 -0.57273
H38 6.43013 4.71408 1.87154
H39 6.05571 5.21354 4.26298
H40 3.72726 5.53627 5.08661
H41 1.84673 5.51328 3.47162
H42 2.03806 4.12690 0.14876
H43 2.05771 5.90020 0.13328
N2 -7.52148 0.74348 -0.93866
C56 -6.40210 0.99046 -0.81168
C57 -5.00665 1.27361 -0.67283
C58 -4.54713 2.26842 0.19556
C59 -3.18860 2.51170 0.31016
C60 -2.22941 1.77931 -0.40266
C61 -2.72815 0.79343 -1.26307
C62 -4.07960 0.53771 -1.41578
H44 -5.26758 2.85034 0.76056
H45 -2.85087 3.31454 0.96199
H46 -2.03530 0.20321 -1.85604
H47 -4.42847 -0.23105 -2.09842
C63 -1.98421 2.42168 5.41150
N3 -2.01160 1.14245 4.71711
C64 -1.27993 0.05766 5.34615
C65 -2.24176 1.15044 3.38442
O5 -2.15659 0.20618 2.62221
H48 -2.10494 2.24458 6.47905
H49 -2.79557 3.05800 5.06005
H50 -1.04004 2.94628 5.23482
H51 -1.88875 -0.41075 6.12581
H52 -0.36764 0.44087 5.81059
H53 -1.00702 -0.68520 4.59991
H54 -2.64656 2.11099 3.04115
C66 3.15327 1.39171 3.92305
S3 2.25468 1.38413 2.36460
O6 1.98655 -0.03565 2.09506
O7 1.05138 2.16902 2.63566
O8 3.14721 2.01618 1.40894
H55 2.44384 1.16050 4.71673
H56 3.57458 2.38862 4.04973
H57 3.93295 0.63304 3.86598

## Properties
E_HOMO (eV): -1.5
Frontier orbital gap (Ha): 0.18073
Charge: -2

Here are the Löwdin charges for atoms 1 to 8, given in e:
1 Pb 1.379
2 C -0.058
3 C -0.287
4 C -0.043
5 C -0.065
6 C -0.320
7 C -0.065
8 C -0.043


Formula: C17H30AgFNO5
Source: the Open Molecules 2025 dataset
Level of theory: wB97M-V/def2-TZVPD

Positions of all 55 atoms, in Å:
C1 4.25416 3.00058 -1.40520
C2 2.66824 2.69200 -1.52209
O1 1.95188 3.94873 -1.31429
C3 0.51975 3.78005 -1.57505
C4 -0.20302 3.28027 -0.22336
C5 -1.78647 3.08571 -0.34111
C6 -2.51082 2.50267 0.96398
C7 -1.61578 1.59435 1.92665
C8 -1.57971 0.02217 1.50451
O2 -2.57939 -0.65252 1.83769
O3 -0.40120 -0.42413 0.87146
C9 -0.51669 -1.71960 0.24539
C10 -1.67455 -1.86869 -0.85757
C11 -1.39081 -1.13732 -2.25316
C12 -0.82138 0.34259 -2.44719
N1 -1.68721 -1.78669 -3.37330
C13 0.87767 -1.93401 -0.57728
C14 2.12058 -2.27700 0.36390
O4 2.52994 -1.52406 1.28938
O5 2.77410 -3.53055 0.17417
C15 -0.61700 -2.97032 1.24711
F1 -2.01196 -3.47183 1.35477
C16 -0.14066 -2.68719 2.74822
C17 0.81952 -3.89683 3.27161
H1 4.38756 4.08167 -1.02606
H2 4.77455 2.92705 -2.41725
H3 4.78741 2.31530 -0.65252
H4 2.44202 2.26616 -2.56701
H5 2.42393 1.90882 -0.70262
H6 0.38090 3.01477 -2.42021
H7 0.07439 4.81155 -1.84553
H8 0.24929 2.25134 0.03175
H9 0.03997 3.94752 0.68971
H10 -2.11944 2.47904 -1.26659
H11 -2.23039 4.14085 -0.51943
H12 -2.92860 3.37994 1.58790
H13 -3.45027 1.93737 0.59554
H14 -2.14838 1.58734 2.95313
H15 -0.56246 1.97778 2.13161
H16 -1.74521 -2.99853 -1.09735
H17 -2.71581 -1.55857 -0.51225
H18 -0.46557 0.77220 -1.43473
H19 0.12633 0.26157 -3.09568
H20 -1.58415 1.05926 -2.93474
H21 -2.07818 -2.71739 -3.15596
H22 1.17388 -0.98387 -1.16538
H23 0.74925 -2.74974 -1.38456
H24 3.00813 -3.55533 -0.78842
H25 -0.01673 -3.88384 0.87028
H26 -1.04093 -2.54737 3.45243
H27 0.49979 -1.73596 2.85787
H28 0.14191 -4.79308 3.49378
H29 1.59900 -4.18099 2.47025
H30 1.42950 -3.59070 4.19587
Ag1 -4.18091 -4.19259 1.74693

## Properties
E_HOMO (alpha / beta) (eV): -15.1 / -15.1
⟨S²⟩: 0.7552
Frontier orbital gap (alpha / beta) (Ha): 0.26559 / 0.16007
Charge: +2
2S+1: 2

Here are the Löwdin charges for atoms 1 to 8, given in e:
1 C -0.042
2 C -0.148
3 O 0.064
4 C -0.092
5 C -0.146
6 C -0.185
7 C -0.161
8 C -0.075


Formula: C28H19Cl2N3O3PtS
Source: the Open Molecules 2025 dataset
Level of theory: wB97M-V/def2-TZVPD

Positions of all 57 atoms, in Å:
Pt1 -0.62855 1.47792 1.68964
Cl1 -3.11561 8.10300 3.76684
C1 -2.21757 6.70797 3.26314
C2 -0.97723 6.88770 2.62305
C3 -0.25807 5.80854 2.20116
Cl2 1.27320 6.04404 1.44143
C4 -0.72271 4.45806 2.35746
O1 -0.00818 3.49759 1.94094
C5 -1.98193 4.32103 3.03223
C6 -2.57523 3.05761 3.27404
O2 -2.28101 1.94406 2.79647
C7 -2.69656 5.45573 3.48652
H1 -0.58940 7.88542 2.47075
H2 -3.42591 3.05808 3.96627
H3 -3.64521 5.31455 3.98920
C8 -4.95984 0.71259 -1.97260
C9 -4.67696 1.03254 -0.65422
C10 -3.52722 0.56021 -0.04262
C11 -2.63800 -0.23572 -0.76147
C12 -2.94351 -0.59968 -2.07380
C13 -4.09707 -0.12058 -2.66952
N1 -1.39855 -0.63161 -0.19956
N2 -0.49583 -1.20448 -1.03255
C14 0.55668 -0.76859 1.00255
C15 1.20904 -1.59696 2.04929
C16 2.42250 -1.24572 2.53126
C17 3.03194 -0.02906 2.11845
C18 2.24683 0.91966 1.48066
N3 1.02306 0.63887 1.06274
H4 -5.85011 1.10291 -2.44779
H5 -5.35055 1.67106 -0.09686
H6 -3.33089 0.77866 0.99343
H7 -2.26931 -1.24521 -2.61448
H8 -4.32196 -0.38132 -3.69569
H9 0.70787 -2.50678 2.35386
H10 2.93070 -1.87209 3.25321
H11 4.04191 0.20760 2.41829
H12 2.56998 1.94968 1.37469
C19 2.56150 -6.20877 -3.52865
C20 3.93465 -5.93738 -4.07651
O3 4.55603 -6.69444 -4.76860
S1 4.75358 -4.39963 -3.62834
C21 3.56981 -3.47492 -2.67268
C22 2.63003 -2.66505 -3.30478
C23 1.72546 -1.94575 -2.55118
C24 1.73578 -2.00807 -1.14729
C25 2.72595 -2.77573 -0.52996
C26 3.62827 -3.50530 -1.28743
C27 0.64141 -1.34653 -0.43761
C28 -0.93207 -0.41564 1.08155
H13 2.07406 -6.95223 -4.15628
H14 1.96187 -5.30630 -3.46314
H15 2.66439 -6.62446 -2.52416
H16 2.59937 -2.61847 -4.38569
H17 0.99148 -1.31544 -3.03326
H18 2.77349 -2.83887 0.54365
H19 4.37419 -4.12429 -0.80603

## Properties
E_HOMO (alpha / beta) (eV): -6.7 / -8.1
⟨S²⟩: 2.0667
Frontier orbital gap (alpha / beta) (Ha): 0.22741 / 0.21359
2S+1: 3

Here are the Löwdin charges for atoms 1 to 8, given in e:
1 Pt 1.209
2 Cl 0.664
3 C -0.675
4 C -0.112
5 C -0.579
6 Cl 0.714
7 C -0.383
8 O -0.212


Formula: C3O2
Source: the Open Molecules 2025 dataset
Level of theory: wB97M-V/def2-TZVPD

Positions of all 5 atoms, in Å:
C1 0.39968 -0.21642 0.43543
C2 1.63834 -0.54700 -0.08233
C3 -1.17509 -0.16551 -0.36791
O1 -2.13583 0.21460 0.12959
O2 1.27290 0.71432 -0.11477

## Properties
E_HOMO (alpha / beta) (eV): -10.0 / -10.0
Energy above the lowest of the compared OMol25 structures with the same formula, charge and spin (kcal per mole): 125.1
Frontier orbital gap (alpha / beta) (Ha): 0.30539 / 0.30534

Atomic charges from the Löwdin analysis, expressed in e, are listed below:
1 C -0.140
2 C 0.013
3 C -0.013
4 O 0.116
5 O 0.024


Formula: C3H7NO2
Source: the Open Molecules 2025 dataset
Level of theory: wB97M-V/def2-TZVPD

Positions of all 13 atoms, in Å:
O1 -1.04819 -0.60280 1.45036
C1 -1.33632 -0.66743 0.10832
C2 -0.63513 0.38576 -0.72347
N1 1.00811 0.48550 -0.65263
C3 1.76898 0.20140 0.42370
O2 1.38117 -0.19302 1.52650
H1 0.00381 -0.39605 1.54772
H2 -2.32650 -0.22408 -0.22084
H3 -1.34620 -1.69452 -0.31046
H4 -0.98700 1.34865 -0.33361
H5 -0.94443 0.23663 -1.77055
H6 1.60232 0.83313 -1.41325
H7 2.86564 0.31052 0.33738

## Properties
E_HOMO (eV): -9.6
Energy above the lowest of the compared OMol25 structures with the same formula, charge and spin (kcal per mole): 46.7
Frontier orbital gap (Ha): 0.37345
SMILES: O=CNCCO

Here are the Löwdin charges for atoms 1 to 8, given in e:
1 O -0.109
2 C -0.345
3 C -0.082
4 N 0.070
5 C -0.318
6 O 0.020
7 H 0.031
8 H 0.125


Formula: C3H10NO2PS
Source: the Open Molecules 2025 dataset
Level of theory: wB97M-V/def2-TZVPD

Positions of all 18 atoms, in Å:
C1 -1.44662 0.77505 -1.04010
C2 -1.99615 0.13847 1.76167
C3 1.95919 -1.18935 -0.95891
N1 2.86778 1.05763 -0.23103
O1 -0.92858 -1.74776 0.02060
O2 0.49672 0.26656 0.77459
P1 -0.93313 -0.31371 0.34471
S1 2.20132 -0.12003 0.48211
H1 -0.89648 0.48948 -1.93165
H2 -2.50602 0.63437 -1.22551
H3 -1.24576 1.81407 -0.80456
H4 -3.02974 0.03286 1.44146
H5 -1.80401 -0.55875 2.57200
H6 -1.80891 1.15459 2.08934
H7 1.65630 -0.56178 -1.78999
H8 1.20251 -1.93222 -0.72823
H9 2.91303 -1.65872 -1.17668
H10 3.29857 1.71922 0.40018

## Properties
E_HOMO (eV): -9.6
Energy above the lowest of the compared OMol25 structures with the same formula, charge and spin (kcal per mole): 17.9
Frontier orbital gap (Ha): 0.38161

Here are the Löwdin charges for atoms 1 to 8, given in e:
1 C -0.148
2 C -0.150
3 C -0.249
4 N -0.334
5 O -0.337
6 O -0.541
7 P 0.432
8 S 0.919


no.,calculated total energy (a.u.)
1,-1747.60002
2,-2814.15194
3,-5623.31635
4,-1342.68961
5,-2906.14421
6,-264.54745
7,-323.70651
8,-1065.10047